1.
Formula: C29H26AuI2O2P
Source: OMol25
Level of theory: ωB97M-V/def2-TZVPD

As for the orbital gap: 4.94 eV. The HOMO energy comes out at -13.799 eV. The net charge is +2. Its relative energy (zero: lowest compared OMol25 entry of this formula, charge and spin) is 29.3 kcal per mole.

```
61
C29H26AuI2O2P, DFT ωB97M-V/def2-TZVPD
Au -1.58338 1.12080 1.47179
O -0.95920 4.10718 1.81011
C -1.46146 3.42939 0.97911
C -1.79713 3.57274 -0.39965
C -2.55533 4.65273 -0.87942
C -2.83968 4.73557 -2.22879
C -2.40096 3.75753 -3.12115
C -1.67482 2.67163 -2.66587
C -1.38247 2.57046 -1.31189
P -0.41545 1.24833 -0.59500
C -0.20598 0.00176 -1.87914
C -1.29638 -0.80373 -2.21199
C -1.20776 -1.62691 -3.31807
C -0.04350 -1.65065 -4.07565
C 1.04850 -0.87145 -3.71811
C 0.98225 -0.05014 -2.60911
C 1.22293 1.87540 -0.18416
C 2.09425 0.98823 0.45536
C 3.36273 1.40905 0.80051
C 3.75857 2.71362 0.52965
C 2.88814 3.59284 -0.10012
C 1.61761 3.18166 -0.46220
H -2.89419 5.41174 -0.19286
H -3.40248 5.57515 -2.60759
H -2.61465 3.85068 -4.17321
H -1.32851 1.90466 -3.34543
H -2.19530 -0.76704 -1.60887
H -2.04489 -2.24709 -3.59406
H 0.01905 -2.28601 -4.94442
H 1.95052 -0.88737 -4.30983
H 1.81868 0.57402 -2.32605
H 1.76625 -0.02496 0.65617
H 4.04605 0.72737 1.28250
H 4.74927 3.04001 0.80665
H 3.20006 4.60422 -0.30392
H 0.94507 3.85387 -0.97544
C 2.20215 -4.58441 0.45832
C 1.05777 -3.85207 1.05221
C -0.25910 -4.24690 0.82247
C -1.33102 -3.57427 1.38527
C -2.72613 -4.01256 1.08850
C -1.07515 -2.42990 2.17517
C -2.20645 -1.72573 2.74803
O -2.43394 -0.52679 2.76161
C 0.25371 -2.03316 2.45110
C 0.55720 -0.92667 3.41241
C 1.28994 -2.74568 1.87443
H 1.87569 -5.44110 -0.12080
H 2.87606 -4.92801 1.24206
H 2.77745 -3.91983 -0.18748
H -0.44901 -5.11621 0.21216
H -2.72956 -4.86981 0.42108
H -3.30315 -3.21489 0.62292
H -3.24108 -4.30477 2.00291
H -2.94435 -2.39075 3.23172
H -0.08168 -0.98941 4.29155
H 0.40008 0.05088 2.94681
H 1.59543 -0.98785 3.73216
H 2.31064 -2.46519 2.09616
I 1.16891 3.02902 3.58169
I 3.24922 2.25078 5.04769
```

Table of Mulliken atomic charges, one value per atom, all in e: atom 1 (Au): 0.167, atom 2 (O): -0.334, atom 3 (C): -0.535, atom 4 (C): 1.021, atom 5 (C): -0.606, atom 6 (C): -0.691, atom 7 (C): -0.644, atom 8 (C): -0.817, atom 9 (C): 0.262, atom 10 (P): 1.579, atom 11 (C): 0.485, atom 12 (C): -0.143, atom 13 (C): -0.813, atom 14 (C): -0.521, atom 15 (C): -0.858, atom 16 (C): -0.261, atom 17 (C): 0.560, atom 18 (C): -0.097, atom 19 (C): -0.778, atom 20 (C): -0.643, atom 21 (C): -0.813, atom 22 (C): -0.420, atom 23 (H): 0.549, atom 24 (H): 0.442, atom 25 (H): 0.484, atom 26 (H): 0.487, atom 27 (H): 0.480, atom 28 (H): 0.492, atom 29 (H): 0.468, atom 30 (H): 0.484, atom 31 (H): 0.474, atom 32 (H): 0.524, atom 33 (H): 0.504, atom 34 (H): 0.446, atom 35 (H): 0.461, atom 36 (H): 0.469, atom 37 (C): -1.501, atom 38 (C): 0.334, atom 39 (C): -1.026, atom 40 (C): 0.777, atom 41 (C): -1.899, atom 42 (C): 0.901, atom 43 (C): -0.609, atom 44 (O): -0.633, atom 45 (C): 1.376, atom 46 (C): -1.455, atom 47 (C): -0.786, atom 48 (H): 0.385, atom 49 (H): 0.359, atom 50 (H): 0.331, atom 51 (H): 0.391, atom 52 (H): 0.401, atom 53 (H): 0.392, atom 54 (H): 0.421, atom 55 (H): 0.457, atom 56 (H): 0.424, atom 57 (H): -0.072, atom 58 (H): 0.478, atom 59 (H): 0.530, atom 60 (I): 0.231, atom 61 (I): -0.072



2.
Formula: C18H38AsBr9F6N5O5
Source: OMol25
Level of theory: ωB97M-V/def2-TZVPD

As for the orbital gap: 8.86 eV. The HOMO energy comes out at -7.245 eV. The net charge is -1.

```
82
C18H38AsBr9F6N5O5, DFT ωB97M-V/def2-TZVPD
As 0.26473 0.38151 -0.18255
F 0.98617 0.94724 1.26688
F 1.82722 0.31878 -0.93893
F -0.47559 -0.17058 -1.65114
F -1.26740 0.44845 0.60581
F 0.03967 2.01586 -0.71228
F 0.48030 -1.25861 0.32975
C -2.67375 3.43272 -2.79152
C -3.52293 2.32570 -3.34361
O -4.35240 2.50988 -4.21668
N -3.22360 1.07941 -2.87452
C -4.02253 -0.05889 -3.26108
H -1.66550 3.12618 -2.53712
H -3.15967 3.89012 -1.92760
H -2.61623 4.21463 -3.55049
H -2.31144 0.90596 -2.48047
H -3.81766 -0.46861 -4.25928
H -5.07787 0.20858 -3.29969
H -3.88303 -0.84661 -2.52171
C 1.97808 -3.65127 3.43189
C 2.48416 -2.67925 4.48157
O 3.39167 -3.00802 5.25272
N 1.83624 -1.49336 4.64116
C 0.79649 -0.99054 3.76475
H 1.21581 -4.28626 3.88499
H 2.83170 -4.29165 3.21597
H 1.62715 -3.17755 2.51899
H 2.18862 -0.87645 5.35048
H 1.15293 -0.81126 2.75038
H 0.36518 -0.06458 4.13089
H -0.02832 -1.70007 3.62224
C -0.61210 8.35925 2.26615
C -0.97728 6.91214 1.96321
O -1.67606 6.25637 2.72131
N -0.42636 6.43181 0.81448
C -0.57489 5.06310 0.39502
H -0.94023 8.61888 3.26581
H -1.06209 9.01656 1.51871
H 0.46721 8.53033 2.21810
H 0.24168 7.02719 0.36242
H 0.35734 4.59833 0.08286
H -1.25818 4.96572 -0.45672
H -1.01340 4.44391 1.17282
C 3.72302 -3.14787 -1.18007
C 3.23742 -4.23324 -0.23686
O 4.01645 -5.04521 0.25743
N 1.88936 -4.25558 -0.05276
C 1.22239 -5.31361 0.64949
H 3.18793 -3.15572 -2.13478
H 4.76975 -3.34842 -1.39523
H 3.63750 -2.11603 -0.83499
H 1.38335 -3.40008 -0.21958
H 0.54613 -5.86662 0.00286
H 0.59358 -4.89321 1.44329
H 1.92703 -5.98019 1.13670
C -2.37441 -2.98498 -1.02676
C -1.83404 -4.12225 -1.83662
O -1.98748 -5.28173 -1.45792
N -1.25723 -3.85639 -3.04023
C -1.13503 -2.55024 -3.70836
H -1.62317 -2.31026 -0.62168
H -2.95844 -3.40770 -0.22170
H -3.03312 -2.40317 -1.67543
H -0.96554 -4.67511 -3.54694
H -0.10278 -2.19898 -3.74250
H -1.75183 -1.81604 -3.20227
H -1.50116 -2.64669 -4.73356
C 4.19839 -0.24595 1.37873
Br 4.17510 1.16730 2.68396
Br 4.93342 -1.86559 2.13822
Br 5.30895 0.27832 -0.11250
H 3.20508 -0.40845 0.98688
C 2.87574 3.53917 -2.29171
Br 4.47859 2.61518 -2.71880
Br 1.91917 4.03431 -3.91208
Br 3.11985 5.00964 -1.10573
H 2.18488 2.85784 -1.82832
C -3.88571 -0.71367 2.24446
Br -2.83654 -2.29555 2.51388
Br -5.34289 -0.66590 3.51137
Br -4.56749 -0.64758 0.45307
H -3.27008 0.15522 2.41303
```

Table of Mulliken atomic charges, one value per atom, all in e: atom 1 (As): 2.196, atom 2 (F): -0.443, atom 3 (F): -0.526, atom 4 (F): -0.474, atom 5 (F): -0.424, atom 6 (F): -0.470, atom 7 (F): -0.475, atom 8 (C): -0.756, atom 9 (C): 0.582, atom 10 (O): -0.682, atom 11 (N): 0.148, atom 12 (C): -0.571, atom 13 (H): 0.114, atom 14 (H): 0.225, atom 15 (H): 0.353, atom 16 (H): 0.115, atom 17 (H): 0.276, atom 18 (H): 0.338, atom 19 (H): -0.070, atom 20 (C): -0.219, atom 21 (C): 0.044, atom 22 (O): -0.707, atom 23 (N): 0.047, atom 24 (C): -0.836, atom 25 (H): 0.408, atom 26 (H): 0.339, atom 27 (H): -0.116, atom 28 (H): 0.272, atom 29 (H): 0.124, atom 30 (H): 0.325, atom 31 (H): 0.266, atom 32 (C): -1.145, atom 33 (C): 0.746, atom 34 (O): -0.634, atom 35 (N): -0.088, atom 36 (C): -0.714, atom 37 (H): 0.312, atom 38 (H): 0.289, atom 39 (H): 0.314, atom 40 (H): 0.226, atom 41 (H): 0.092, atom 42 (H): 0.221, atom 43 (H): 0.333, atom 44 (C): -0.898, atom 45 (C): 0.877, atom 46 (O): -0.675, atom 47 (N): 0.075, atom 48 (C): -1.081, atom 49 (H): 0.358, atom 50 (H): 0.282, atom 51 (H): 0.009, atom 52 (H): 0.082, atom 53 (H): 0.334, atom 54 (H): 0.245, atom 55 (H): 0.391, atom 56 (C): -0.714, atom 57 (C): 0.374, atom 58 (O): -0.715, atom 59 (N): -0.150, atom 60 (C): -0.292, atom 61 (H): 0.265, atom 62 (H): 0.312, atom 63 (H): 0.168, atom 64 (H): 0.242, atom 65 (H): 0.231, atom 66 (H): -0.206, atom 67 (H): 0.331, atom 68 (C): 0.977, atom 69 (Br): -0.073, atom 70 (Br): -0.019, atom 71 (Br): -0.069, atom 72 (H): -0.896, atom 73 (C): 1.119, atom 74 (Br): -0.044, atom 75 (Br): -0.075, atom 76 (Br): -0.039, atom 77 (H): -1.006, atom 78 (C): -0.293, atom 79 (Br): -0.051, atom 80 (Br): -0.070, atom 81 (Br): -0.004, atom 82 (H): 0.347



3.
Formula: C32H30F3FeN9O4SSe3Te2
Source: OMol25
Level of theory: ωB97M-V/def2-TZVPD

As for the orbital gap (alpha / beta): 3.70 / 3.64 eV. The HOMO energy (alpha / beta) comes out at -0.712 / -0.661 eV. Its spin multiplicity is 5. Its expectation value of S² is 6.025. The net charge is -2. Its relative energy (zero: lowest compared OMol25 entry of this formula, charge and spin) is 74.5 kcal per mole.

```
85
C32H30F3FeN9O4SSe3Te2, DFT ωB97M-V/def2-TZVPD
Fe 1.62895 -0.28775 0.32147
C -2.24875 2.14606 4.43731
N -1.24954 1.24116 3.92214
C -0.92645 1.01457 2.64597
N -0.00412 0.09562 2.56133
C 0.20661 -0.24899 3.86347
N -0.54239 0.41134 4.72860
C -3.64670 1.65475 4.17189
C -4.33271 0.88214 5.10387
C -5.57395 0.33214 4.78942
C -6.11801 0.51869 3.52575
C -5.42395 1.29196 2.59889
C -4.21731 1.87209 2.93602
C -5.90013 1.38991 1.22282
N -6.81827 0.71043 0.62557
N -6.74537 1.06405 -0.72659
C -5.77590 1.90700 -0.82102
O -5.21432 2.18328 0.37333
C -5.13679 2.47009 -2.01058
C -4.57990 3.74796 -1.99619
C -3.79589 4.16144 -3.05802
C -3.53456 3.29263 -4.11231
C -4.10763 2.03016 -4.14160
C -3.74692 1.01492 -5.19457
N -3.07542 -0.13340 -4.59973
C -2.12544 -0.20058 -3.64868
N -1.85512 -1.45653 -3.36327
C -2.67468 -2.13543 -4.20223
N -3.44055 -1.38376 -4.96447
C -4.92973 1.63399 -3.09424
H -2.08278 3.11961 3.97254
H -2.07183 2.22762 5.50772
H -1.33119 1.56837 1.81279
H 0.93135 -0.98390 4.16804
H -3.89467 0.71768 6.08070
H -6.10274 -0.26259 5.52232
H -7.05172 0.05636 3.23607
H -3.70173 2.48667 2.20704
H -4.74012 4.39559 -1.14438
H -3.34855 5.14599 -3.04667
H -2.86032 3.59089 -4.90614
H -3.12804 1.46795 -5.96993
H -4.63907 0.59732 -5.65842
H -1.67618 0.66527 -3.18716
H -2.69235 -3.21158 -4.25476
H -5.36521 0.64148 -3.08726
Se 2.59802 -1.21777 -1.60938
Te 3.41228 -1.88977 -3.91286
Te 3.17048 2.51166 -3.25294
Se 2.49637 1.15597 -1.23704
C -2.64468 -1.88718 -0.09085
C -1.43210 -1.10196 -0.23974
N -0.46373 -0.50093 -0.32789
H -2.48723 -2.87410 -0.52205
H -3.47564 -1.40040 -0.59858
H -2.87196 -1.99096 0.96982
F 4.58341 3.11942 2.86688
C 3.54428 3.45325 2.08040
F 3.97345 3.48088 0.82128
F 3.17608 4.70387 2.42272
S 2.14216 2.29054 2.33653
O 1.82206 2.47213 3.73630
O 1.13972 2.74817 1.39916
O 2.73912 0.99231 2.00642
C 2.98016 -3.89415 7.38188
C 2.71135 -3.52389 5.94580
C 1.55772 -3.93331 5.29732
C 1.30093 -3.59276 3.97074
C 0.03211 -4.07260 3.32302
C 2.22601 -2.81988 3.25540
Se 1.93918 -2.45468 1.38922
C 3.40688 -2.40282 3.89999
C 4.45440 -1.61485 3.16829
C 3.62187 -2.76013 5.22585
H 2.15689 -4.47898 7.79511
H 3.10572 -3.00329 8.00179
H 3.89438 -4.48618 7.47370
H 0.83190 -4.53905 5.83359
H -0.56365 -4.65906 4.02610
H 0.25222 -4.67992 2.44318
H -0.56351 -3.22587 2.97093
H 4.02152 -0.75267 2.66543
H 4.92355 -2.23106 2.39736
H 5.22139 -1.26288 3.86127
H 4.54154 -2.44024 5.70819
```

Table of Mulliken atomic charges, one value per atom, all in e: atom 1 (Fe): 1.078, atom 2 (C): -1.717, atom 3 (N): 1.258, atom 4 (C): -0.845, atom 5 (N): 0.726, atom 6 (C): -0.624, atom 7 (N): -1.036, atom 8 (C): 0.811, atom 9 (C): -0.601, atom 10 (C): -0.670, atom 11 (C): -0.743, atom 12 (C): 0.172, atom 13 (C): -0.106, atom 14 (C): 0.346, atom 15 (N): -0.404, atom 16 (N): -0.625, atom 17 (C): 0.363, atom 18 (O): -0.221, atom 19 (C): 0.624, atom 20 (C): -0.726, atom 21 (C): -0.757, atom 22 (C): -0.670, atom 23 (C): 0.474, atom 24 (C): -0.997, atom 25 (N): 0.969, atom 26 (C): -0.284, atom 27 (N): -0.332, atom 28 (C): -0.292, atom 29 (N): -1.088, atom 30 (C): -0.142, atom 31 (H): 0.417, atom 32 (H): 0.441, atom 33 (H): 0.366, atom 34 (H): 0.409, atom 35 (H): 0.430, atom 36 (H): 0.393, atom 37 (H): 0.502, atom 38 (H): 0.623, atom 39 (H): 0.479, atom 40 (H): 0.396, atom 41 (H): 0.383, atom 42 (H): 0.370, atom 43 (H): 0.381, atom 44 (H): 0.559, atom 45 (H): 0.436, atom 46 (H): 0.498, atom 47 (Se): -0.223, atom 48 (Te): -0.543, atom 49 (Te): -0.536, atom 50 (Se): -0.301, atom 51 (C): -1.054, atom 52 (C): 0.658, atom 53 (N): -0.251, atom 54 (H): 0.297, atom 55 (H): 0.241, atom 56 (H): 0.358, atom 57 (F): -0.239, atom 58 (C): 0.381, atom 59 (F): -0.208, atom 60 (F): -0.237, atom 61 (S): 1.197, atom 62 (O): -0.719, atom 63 (O): -0.685, atom 64 (O): -0.613, atom 65 (C): -1.473, atom 66 (C): 0.796, atom 67 (C): -1.196, atom 68 (C): 1.308, atom 69 (C): -1.581, atom 70 (C): -0.272, atom 71 (Se): -0.178, atom 72 (C): 1.591, atom 73 (C): -1.304, atom 74 (C): -1.144, atom 75 (H): 0.342, atom 76 (H): 0.303, atom 77 (H): 0.322, atom 78 (H): 0.178, atom 79 (H): 0.393, atom 80 (H): 0.332, atom 81 (H): 0.126, atom 82 (H): -0.044, atom 83 (H): 0.316, atom 84 (H): 0.350, atom 85 (H): 0.288



Calculated DFT total energy in order - -63757.019, -744505.279, -319274.352 eV
Calculated molar mass in order - 888.27, 1312.58, 1241.64 u